{"formula": "C52H146N10O16", "method": "the ωB97M-V functional and the def2-TZVPD basis", "elements": ["C", "C", "O", "H", "H", "H", "H", "H", "H", "C", "C", "O", "H", "H", "H", "H", "H", "H", "C", "C", "O", "H", "H", "H", "H", "H", "H", "C", "C", "O", "H", "H", "H", "H", "H", "H", "C", "C", "O", "H", "H", "H", "H", "H", "H", "C", "C", "O", "H", "H", "H", "H", "H", "H", "C", "C", "C", "O", "C", "N", "H", "H", "H", "H", "H", "H", "H", "H", "H", "H", "H", "C", "C", "C", "O", "C", "N", "H", "H", "H", "H", "H", "H", "H", "H", "H", "H", "H", "C", "C", "C", "O", "C", "N", "H", "H", "H", "H", "H", "H", "H", "H", "H", "H", "H", "C", "C", "C", "O", "C", "N", "H", "H", "H", "H", "H", "H", "H", "H", "H", "H", "H", "C", "C", "C", "O", "C", "N", "H", "H", "H", "H", "H", "H", "H", "H", "H", "H", "H", "C", "C", "C", "O", "C", "N", "H", "H", "H", "H", "H", "H", "H", "H", "H", "H", "H", "C", "C", "C", "O", "C", "N", "H", "H", "H", "H", "H", "H", "H", "H", "H", "H", "H", "C", "C", "C", "O", "C", "N", "H", "H", "H", "H", "H", "H", "H", "H", "H", "H", "H", "C", "C", "C", "O", "C", "N", "H", "H", "H", "H", "H", "H", "H", "H", "H", "H", "H", "C", "C", "C", "O", "C", "N", "H", "H", "H", "H", "H", "H", "H", "H", "H", "H", "H"], "positions_angstrom": [[-0.707, -4.169, 4.264], [-0.159, -4.380, 5.693], [-1.264, -4.748, 6.402], [-0.037, -3.534, 3.684], [-1.720, -3.787, 4.133], [-0.720, -5.104, 3.704], [0.300, -3.472, 6.085], [0.590, -5.171, 5.715], [-0.943, -5.143, 7.216], [3.234, 3.983, -3.232], [2.286, 5.170, -3.484], [2.366, 5.470, -4.848], [2.909, 3.072, -3.735], [3.230, 3.737, -2.170], [4.231, 4.315, -3.520], [2.474, 6.028, -2.838], [1.270, 4.816, -3.312], [1.804, 6.212, -5.084], [5.912, -1.844, 0.746], [5.763, -0.770, 1.773], [6.886, 0.069, 1.751], [6.566, -2.646, 1.088], [6.302, -1.372, -0.156], [4.951, -2.238, 0.414], [5.612, -1.260, 2.735], [4.869, -0.195, 1.530], [7.163, 0.316, 2.636], [2.873, -2.055, 3.962], [2.349, -1.882, 2.545], [2.600, -3.043, 1.796], [3.962, -2.026, 3.924], [2.542, -2.984, 4.427], [2.567, -1.238, 4.615], [2.744, -0.979, 2.078], [1.270, -1.729, 2.572], [1.943, -3.184, 1.110], [6.926, 2.365, -1.732], [6.063, 2.392, -0.451], [5.548, 3.726, -0.418], [6.323, 2.582, -2.613], [7.463, 1.418, -1.785], [7.768, 3.050, -1.638], [6.729, 2.374, 0.412], [5.334, 1.587, -0.357], [6.308, 4.264, -0.652], [-1.757, -0.388, 5.117], [-0.276, -0.493, 5.407], [0.222, 0.802, 5.667], [-2.357, 0.144, 5.855], [-2.258, -1.350, 5.014], [-1.852, 0.138, 4.167], [0.185, -0.971, 4.542], [-0.086, -1.062, 6.317], [1.035, 0.684, 6.164], [-1.368, 0.302, -5.228], [-1.555, -1.266, -5.392], [-1.341, -1.992, -4.040], [-0.164, -1.717, -3.342], [1.023, -2.316, -3.919], [-2.862, -1.471, -6.053], [-1.992, 0.806, -4.490], [-1.500, 0.869, -6.149], [-0.370, 0.570, -4.880], [-0.771, -1.559, -6.090], [-1.428, -3.078, -4.082], [-2.145, -1.745, -3.346], [1.870, -1.944, -3.343], [1.235, -1.852, -4.882], [1.000, -3.404, -3.983], [-2.943, -0.898, -6.880], [-3.606, -1.105, -5.476], [2.871, 5.825, 0.367], [2.667, 5.247, 1.808], [3.022, 3.778, 2.104], [2.760, 3.421, 3.482], [2.973, 2.034, 3.723], [3.508, 6.075, 2.639], [3.833, 5.583, -0.085], [2.804, 6.912, 0.324], [2.123, 5.470, -0.342], [1.611, 5.339, 2.064], [4.095, 3.639, 1.979], [2.526, 3.119, 1.392], [2.543, 1.812, 4.700], [4.024, 1.754, 3.649], [2.424, 1.461, 2.975], [4.480, 6.061, 2.365], [3.597, 5.517, 3.476], [2.228, -5.454, -0.758], [0.996, -4.552, -1.166], [-0.054, -5.275, -2.048], [0.555, -5.803, -3.223], [-0.384, -6.525, -4.060], [0.311, -4.022, 0.004], [2.882, -5.806, -1.556], [1.754, -6.295, -0.253], [2.916, -4.971, -0.064], [1.410, -3.700, -1.706], [-0.869, -4.578, -2.246], [-0.490, -6.065, -1.436], [-1.078, -5.805, -4.492], [-0.947, -7.271, -3.499], [0.085, -7.084, -4.870], [-0.411, -3.347, -0.201], [-0.122, -4.788, 0.500], [-1.199, -0.812, 1.508], [-0.876, -0.649, 0.059], [0.623, -0.785, -0.337], [1.377, 0.201, 0.329], [2.620, 0.434, -0.204], [-1.751, -1.557, -0.647], [-2.197, -0.445, 1.743], [-0.525, -0.185, 2.092], [-1.011, -1.828, 1.855], [-1.131, 0.405, -0.048], [0.642, -0.528, -1.396], [1.114, -1.750, -0.213], [3.068, -0.491, -0.566], [3.256, 0.950, 0.516], [2.537, 1.075, -1.082], [-1.597, -1.513, -1.644], [-2.743, -1.404, -0.529], [-3.902, 0.745, -1.938], [-5.094, -0.284, -1.950], [-5.197, -1.243, -3.218], [-5.046, -0.572, -4.490], [-5.932, 0.447, -4.815], [-5.067, -1.052, -0.750], [-3.650, 1.151, -0.958], [-4.141, 1.552, -2.631], [-3.018, 0.226, -2.307], [-5.997, 0.327, -1.957], [-6.131, -1.793, -3.106], [-4.349, -1.928, -3.216], [-5.837, 0.638, -5.883], [-5.619, 1.385, -4.356], [-6.939, 0.269, -4.437], [-5.133, -0.378, -0.001], [-5.929, -1.571, -0.670], [-3.056, -4.004, 1.346], [-3.202, -5.134, 0.326], [-2.616, -6.491, 0.834], [-1.221, -6.412, 1.163], [-0.639, -7.700, 1.251], [-4.620, -5.266, 0.078], [-3.590, -4.134, 2.287], [-3.441, -3.093, 0.888], [-1.982, -3.915, 1.509], [-2.624, -4.912, -0.571], [-2.888, -7.243, 0.093], [-3.184, -6.967, 1.633], [-1.150, -8.298, 2.006], [0.402, -7.801, 1.558], [-0.728, -8.254, 0.317], [-4.603, -5.720, -0.824], [-5.056, -4.379, -0.130], [-6.258, 3.055, 0.053], [-5.691, 3.255, 1.456], [-5.797, 2.000, 2.342], [-5.225, 0.883, 1.707], [-5.204, -0.254, 2.502], [-4.259, 3.591, 1.348], [-5.636, 2.457, -0.614], [-6.373, 4.011, -0.458], [-7.235, 2.582, -0.045], [-6.268, 4.053, 1.923], [-6.863, 1.944, 2.565], [-5.239, 2.277, 3.237], [-4.644, -0.238, 3.437], [-4.736, -1.086, 1.977], [-6.210, -0.560, 2.791], [-3.898, 2.654, 1.241], [-4.054, 3.911, 2.283], [4.409, 0.300, -3.769], [5.657, -0.562, -3.986], [5.400, -2.085, -3.839], [4.950, -2.331, -2.479], [4.940, -3.683, -2.169], [6.169, -0.294, -5.364], [4.750, 1.335, -3.781], [3.954, 0.072, -2.805], [3.615, 0.131, -4.496], [6.385, -0.123, -3.304], [6.335, -2.605, -4.043], [4.661, -2.492, -4.529], [4.861, -3.833, -1.092], [5.920, -4.111, -2.381], [4.143, -4.205, -2.699], [6.478, 0.662, -5.256], [6.991, -0.876, -5.435], [-1.720, 5.890, 0.258], [-2.391, 5.372, -1.017], [-1.975, 3.919, -1.394], [-0.610, 3.951, -1.712], [-0.223, 2.803, -2.451], [-3.824, 5.463, -0.793], [-1.553, 6.963, 0.162], [-0.773, 5.388, 0.458], [-2.405, 5.889, 1.106], [-2.121, 5.958, -1.895], [-2.550, 3.806, -2.312], [-2.262, 3.150, -0.676], [-0.411, 2.761, -3.523], [-0.658, 1.911, -2.000], [0.846, 2.638, -2.316], [-4.027, 6.368, -0.395], [-4.079, 4.857, -0.026], [-0.835, 3.003, 2.726], [-0.809, 3.885, 3.988], [-2.174, 3.773, 4.681], [-3.257, 4.220, 3.851], [-3.477, 5.622, 3.893], [0.223, 3.514, 4.908], [-1.681, 3.132, 2.052], [-0.811, 1.946, 2.993], [0.032, 3.199, 2.095], [-0.589, 4.905, 3.671], [-2.157, 4.233, 5.669], [-2.353, 2.707, 4.824], [-3.721, 5.954, 4.902], [-4.342, 5.911, 3.295], [-2.650, 6.204, 3.486], [0.121, 2.517, 5.029], [1.101, 3.632, 4.423]], "forces_ev_per_angstrom": [[1.2, -0.2, -0.8], [0.0, 0.7, -2.3], [-1.4, -0.8, 2.0], [0.1, 0.2, -0.1], [0.1, 0.3, 0.8], [0.0, -0.2, 0.2], [0.1, 0.3, 0.0], [0.3, 0.0, -0.3], [-0.4, -0.1, 0.3], [-0.4, 0.9, 0.5], [-0.7, -1.6, 0.3], [0.6, 0.5, -1.2], [0.1, 0.3, -0.4], [0.2, 0.1, 0.2], [0.1, -0.4, -0.1], [0.3, 0.0, 0.0], [-0.2, 0.2, 0.5], [-0.1, 0.0, 0.2], [0.0, 0.0, -0.9], [-0.9, -0.5, 0.2], [0.9, 0.4, 0.1], [0.0, 0.0, -0.2], [0.4, -0.1, -0.1], [-0.1, -0.2, 0.5], [0.0, 0.3, 0.3], [-0.1, 0.2, 0.2], [-0.2, 0.0, 0.0], [0.4, 0.2, -0.2], [-1.0, -0.2, 0.4], [1.3, -0.2, 0.2], [0.1, -0.3, 0.2], [0.0, -0.1, -0.2], [-0.1, 0.2, -0.1], [0.3, 0.0, 0.0], [-0.2, 0.2, 0.1], [-0.8, -0.1, -0.2], [0.1, -1.2, 0.9], [2.0, 1.3, -0.5], [-1.3, -0.1, 0.2], [0.2, -0.1, 0.0], [-0.3, -0.4, -0.4], [-0.3, 0.6, 0.0], [0.0, -0.9, 0.1], [-0.3, 0.5, -0.2], [-0.1, 0.2, 0.0], [-0.4, 0.1, -0.3], [-1.0, -0.4, 0.7], [0.4, 0.0, -0.1], [0.4, 0.2, 0.2], [0.3, -0.2, -0.2], [-0.2, 0.0, -0.1], [0.4, 0.0, 0.0], [-0.1, -0.5, -0.1], [0.1, 0.2, 0.1], [0.9, -0.3, 0.6], [-0.1, 2.5, -0.3], [-1.2, -0.6, -0.2], [1.5, 0.0, -0.4], [-0.3, 1.5, 0.0], [0.5, -1.0, 0.6], [-0.6, -0.5, 0.1], [-0.1, -0.4, -0.3], [0.4, -0.2, 0.0], [0.0, -0.3, 0.0], [-0.1, -0.3, -0.8], [-0.2, 0.4, -0.2], [-0.1, -0.4, 0.6], [-0.3, -0.3, -0.5], [-0.2, 0.0, 0.1], [0.5, 0.0, -0.3], [-0.2, -0.2, 0.4], [-0.4, -1.1, -0.3], [0.8, 0.2, -1.1], [0.5, -0.1, -0.6], [0.0, 0.4, -0.8], [-0.5, 0.4, -0.4], [-0.1, 0.2, 1.8], [0.2, -0.3, 0.3], [-0.2, 0.0, 0.6], [-0.2, -0.2, 0.0], [-0.1, 0.5, 0.3], [0.3, 0.0, -0.4], [-0.4, -0.3, 0.2], [0.3, 0.0, 0.0], [0.2, 0.1, 0.2], [-0.1, -0.3, -0.1], [0.1, 0.1, -1.0], [-0.2, 0.4, 1.0], [-1.3, 0.3, 0.2], [0.7, -0.1, -0.7], [1.2, -0.1, 0.2], [-0.6, -0.7, -0.5], [0.1, 0.6, 0.6], [1.0, -0.3, 0.7], [-0.6, 0.0, -0.4], [0.4, -0.4, 0.1], [-0.4, 0.3, 0.2], [-0.1, 0.1, -0.2], [-0.1, 0.3, -0.4], [-0.1, -0.4, 0.0], [-0.2, 0.0, -0.1], [-0.1, 0.1, 0.4], [0.6, 0.4, 0.1], [-0.3, 0.2, -0.4], [-0.1, -0.2, 0.3], [1.2, 0.0, 1.4], [-0.2, 0.2, 0.7], [-0.8, 0.7, -0.7], [-1.1, 0.3, 1.6], [0.4, 0.1, -0.9], [0.8, -0.6, -1.1], [-0.2, -0.4, -0.1], [0.1, 0.2, 0.1], [-0.4, -0.2, 0.0], [0.2, 0.5, -1.0], [0.1, -0.3, -0.4], [-0.4, -0.3, 0.2], [0.5, -0.3, 0.2], [0.0, -0.2, 0.1], [0.0, 0.3, -0.3], [0.3, 0.0, 0.0], [-0.2, 0.2, 0.5], [-0.6, -1.3, -1.0], [0.3, 1.2, -1.5], [1.1, 1.7, 0.7], [0.0, -1.1, 1.0], [0.1, 1.0, 0.5], [0.4, -0.6, 0.7], [-0.4, -0.1, 0.1], [0.2, 0.2, 0.1], [0.2, 0.2, 0.0], [-0.4, 0.2, -0.2], [-0.2, 0.0, -0.4], [-0.2, -0.2, 0.2], [-0.5, -0.4, -0.1], [0.1, 0.3, 0.3], [-0.2, -0.2, -0.5], [0.1, 0.1, 0.3], [-0.3, -0.5, 0.0], [0.9, -0.1, -0.6], [0.4, 0.1, 2.2], [-0.9, 0.0, 0.0], [0.0, -0.2, -0.4], [-0.6, -0.9, 0.2], [0.2, -1.3, -0.9], [0.0, -0.5, -0.1], [0.2, 0.1, 0.0], [-0.1, 0.5, 0.4], [0.1, 0.4, -0.1], [0.9, -0.1, -1.0], [-0.1, 0.8, 1.0], [-0.4, -0.1, 0.1], [0.2, 1.2, -0.1], [-0.1, 0.1, -0.3], [-1.0, -0.5, -0.4], [0.1, 0.5, 0.2], [-0.4, 0.1, -0.8], [0.0, -1.1, -1.0], [-0.5, 1.6, -0.3], [0.1, 0.7, -0.1], [-0.2, -1.5, 0.6], [-1.4, 0.2, 0.0], [0.4, 0.0, 0.3], [0.2, 0.2, 0.1], [-0.2, -0.1, 0.7], [0.2, 0.1, 0.3], [-0.2, -1.0, 0.2], [0.0, -0.4, 0.4], [0.3, 0.9, 0.2], [-0.2, 0.1, -0.5], [-0.3, -0.1, -0.1], [1.0, 0.0, 0.0], [0.9, -0.3, -0.1], [0.1, -0.5, 0.3], [-1.3, -0.1, -0.9], [0.0, 1.0, 1.5], [0.5, 1.1, -1.0], [0.5, -0.6, 0.4], [-0.5, -0.4, 1.0], [-0.4, 0.2, 0.0], [0.2, 0.2, 0.2], [0.2, 0.1, -0.4], [0.2, -0.9, 0.6], [0.3, -0.3, 0.2], [-0.2, 0.4, -0.3], [-0.5, 0.3, 0.0], [0.1, -0.4, -0.5], [0.0, -0.2, 0.0], [0.3, 0.2, -0.7], [0.4, 0.1, -0.4], [0.6, 0.7, -0.3], [0.0, -0.8, 1.4], [-1.1, 1.9, -0.7], [0.5, -0.5, -0.5], [0.6, -0.8, 1.0], [-0.8, 0.2, -1.2], [0.5, 0.2, -0.2], [0.0, 0.1, 0.3], [0.1, -0.8, 0.1], [0.1, 0.2, 0.1], [-0.2, -0.7, -0.2], [0.2, 0.0, 0.3], [-0.5, 0.6, -0.1], [-0.4, -0.2, 0.0], [0.2, 0.4, 0.0], [0.0, 0.5, -0.3], [0.2, -0.7, 0.1], [0.2, 0.1, -0.4], [-0.9, 0.2, -1.0], [0.3, -0.2, -0.6], [0.1, 0.7, 0.8], [-0.1, 0.2, 0.1], [0.0, -0.1, 0.3], [-0.3, 0.3, 0.3], [0.0, -0.1, 0.2], [0.3, -0.1, 0.1], [-0.4, 0.3, 0.0], [-0.2, 0.3, 0.0], [-0.1, -0.1, 0.1], [0.3, 0.0, 0.3], [-0.1, -0.5, -0.2], [0.3, -0.1, 0.2], [0.2, -0.1, 0.4], [0.2, 0.2, 0.1]], "mulliken_spin": [0.020, 0.117, -0.156, -0.039, 0.024, 0.007, 0.052, 0.052, 0.005, -0.003, 0.005, -0.012, 0.006, 0.000, -0.001, 0.003, 0.007, 0.000, 0.032, -0.003, -0.053, 0.016, -0.004, -0.015, 0.034, 0.009, 0.022, -0.004, -0.239, 0.047, -0.007, 0.086, 0.009, 0.023, 0.028, -0.009, 0.007, -0.030, -0.011, 0.002, 0.001, -0.004, 0.021, 0.010, 0.006, 0.099, 0.011, -0.074, 0.016, -0.022, 0.001, -0.040, 0.022, 0.030, 0.090, 0.069, -0.160, 0.021, 0.090, -0.019, -0.002, 0.020, -0.030, -0.013, 0.019, 0.095, 0.004, 0.002, -0.034, 0.000, 0.000, 0.003, 0.000, -0.038, -0.030, -0.024, 0.003, 0.000, -0.001, 0.001, -0.004, 0.028, -0.003, 0.014, 0.029, 0.025, -0.001, 0.001, 0.014, -0.363, -0.123, -0.199, 0.455, 0.047, 0.030, 0.004, 0.024, 0.011, -0.084, 0.168, 0.006, -0.007, -0.024, 0.015, -0.013, -0.193, 0.029, 0.032, 0.011, 0.025, -0.312, 0.143, -0.037, -0.016, -0.014, -0.008, 0.000, 0.001, 0.009, -0.010, -0.042, 0.193, -0.556, 1.121, 0.787, -0.681, 0.376, -1.087, -0.117, 0.157, -0.060, 0.468, -0.168, 0.119, 0.033, -0.132, -0.001, -0.029, -0.090, 0.139, -0.064, 0.243, -0.205, 0.264, 0.285, 0.001, -0.090, 0.084, -0.028, 0.117, 0.029, -0.027, 0.042, -0.025, -0.422, 0.040, 0.339, -0.106, 0.373, -0.584, 0.523, -0.007, -0.011, 0.003, -0.151, -0.079, 0.001, 0.055, 0.090, 0.026, -0.163, -0.008, 0.004, -0.021, -0.019, -0.007, -0.021, 0.001, -0.002, 0.004, 0.012, 0.002, 0.022, 0.004, 0.008, 0.011, -0.015, 0.018, -0.002, -0.002, -0.007, 0.025, 0.103, -0.043, -0.009, -0.017, 0.003, -0.005, 0.006, 0.008, 0.011, 0.012, 0.018, -0.015, 0.000, -0.002, -0.014, 0.112, -0.010, 0.023, -0.036, 0.024, 0.004, -0.059, 0.001, -0.004, 0.001, 0.004, 0.003, -0.002, -0.002, -0.001, 0.013, 0.004], "lumo_energy_ev": [1.8, 1.7], "spin_multiplicity": 2, "total_charge": -1, "s2": 0.75, "gap_ev": [1.094, 8.489]}